# C49H58P2PdSi4Te

C49H58P2PdSi4Te as an isolated structure (ωB97M-V/def2-TZVPD, the Open Molecules 2025 dataset).

## Properties
energy	-112618.1927	eV
gap between HOMO and LUMO (spin up / spin down)	5.438 / 5.438	eV

ORCA input file:
```
! wB97M-V def2-TZVPD RIJCOSX def2/J DEFGRID3
* xyz 0 1
Pd -0.302 -1.455 0.100
C 6.781 -0.778 -0.793
C 6.169 -1.968 -1.156
C 4.825 -2.180 -0.877
C 4.080 -1.202 -0.230
C 4.699 0.001 0.114
C 6.040 0.211 -0.159
P 2.314 -1.369 0.257
C 1.892 -2.835 -0.795
C 2.053 -4.156 -0.366
C 1.872 -5.210 -1.246
C 1.514 -4.962 -2.568
C 1.337 -3.656 -2.999
C 1.524 -2.597 -2.119
C 2.401 -2.010 1.938
C 3.563 -2.371 2.562
C 3.555 -2.783 3.913
C 2.388 -2.777 4.613
C 1.165 -2.387 4.005
C -0.027 -2.337 4.767
C -1.190 -1.949 4.180
C -1.233 -1.638 2.801
C -0.106 -1.690 2.023
C 1.152 -2.028 2.635
H 7.829 -0.618 -1.004
H 6.740 -2.739 -1.657
H 4.367 -3.117 -1.172
H 4.121 0.782 0.595
H 6.502 1.149 0.119
H 2.350 -4.352 0.659
H 2.022 -6.228 -0.909
H 1.374 -5.785 -3.256
H 1.065 -3.455 -4.027
H 1.436 -1.573 -2.476
H 4.501 -2.334 2.022
H 4.479 -3.086 4.387
H 2.374 -3.061 5.658
H 0.008 -2.602 5.816
H -2.103 -1.889 4.759
H -2.189 -1.370 2.371
C -6.878 -1.604 0.694
C -5.867 -0.748 1.111
C -4.547 -1.043 0.815
C -4.221 -2.178 0.071
C -5.232 -3.060 -0.290
C -6.556 -2.765 0.010
P -2.457 -2.473 -0.299
C -2.181 -1.259 -1.679
C -2.366 0.105 -1.430
C -2.102 1.038 -2.420
C -1.648 0.644 -3.667
C -1.432 -0.700 -3.921
C -1.692 -1.636 -2.935
C -2.372 -4.107 -1.085
C -1.657 -5.086 -0.404
C -1.592 -6.385 -0.892
C -2.223 -6.708 -2.080
C -2.934 -5.735 -2.778
C -3.019 -4.449 -2.276
H -7.910 -1.375 0.919
H -6.102 0.143 1.676
H -3.769 -0.385 1.182
H -5.001 -3.986 -0.800
H -7.335 -3.450 -0.294
H -2.685 0.460 -0.457
H -2.212 2.086 -2.200
H -1.446 1.384 -4.430
H -1.053 -1.025 -4.881
H -1.489 -2.679 -3.137
H -1.148 -4.831 0.519
H -1.041 -7.137 -0.345
H -2.164 -7.716 -2.470
H -3.427 -5.984 -3.707
H -3.601 -3.706 -2.809
C -2.889 3.618 1.842
Si -1.958 4.465 0.448
C -3.088 4.500 -1.057
C -1.776 6.270 0.938
Si 0.155 3.535 0.164
Te 0.846 0.987 0.042
Si 1.175 4.373 -1.740
C 0.360 3.665 -3.272
C 1.127 6.246 -1.873
C 2.984 3.871 -1.777
Si 1.415 4.011 2.080
C 1.708 5.841 2.372
C 3.115 3.221 1.998
C 0.531 3.284 3.562
H -3.955 3.851 1.788
H -2.518 3.949 2.812
H -2.771 2.533 1.806
H -3.779 5.337 -0.927
H -3.685 3.599 -1.171
H -2.545 4.662 -1.989
H -2.759 6.733 1.042
H -1.209 6.831 0.195
H -1.256 6.371 1.890
H -0.677 3.993 -3.366
H 0.363 2.574 -3.236
H 0.903 3.983 -4.165
H 0.100 6.611 -1.931
H 1.656 6.594 -2.762
H 1.592 6.709 -1.001
H 3.111 2.801 -1.607
H 3.552 4.397 -1.008
H 3.422 4.112 -2.748
H 2.212 6.287 1.512
H 2.338 5.997 3.249
H 0.779 6.389 2.524
H 3.689 3.575 1.142
H 3.032 2.139 1.919
H 3.672 3.457 2.908
H -0.410 3.798 3.759
H 1.152 3.354 4.457
H 0.304 2.231 3.385
*
```

# C17H21N4SeSn

C17H21N4SeSn as an isolated structure (ωB97M-V/def2-TZVPD, the Open Molecules 2025 dataset).

## Properties
energy	-95099.7484	eV
gap between HOMO and LUMO	5.980	eV

ORCA input file:
```
! wB97M-V def2-TZVPD RIJCOSX def2/J DEFGRID3
* xyz 1 1
Sn -0.429 -0.013 -0.436
C 3.415 3.311 -3.455
N 2.492 3.089 -4.555
C 2.571 3.666 -5.806
C 1.527 3.200 -6.522
N 0.822 2.345 -5.700
C -0.384 1.619 -6.061
C 1.418 2.281 -4.494
Se 0.846 1.269 -3.031
H 4.191 3.991 -3.795
H 3.858 2.364 -3.152
H 2.884 3.745 -2.611
H 3.357 4.349 -6.070
H 1.222 3.395 -7.534
H -0.623 1.852 -7.095
H -1.203 1.922 -5.412
H -0.217 0.550 -5.951
C -3.711 2.482 2.789
C -3.077 1.171 3.274
C -2.228 1.425 4.529
C -4.169 0.135 3.582
C -2.208 0.641 2.219
C -1.479 0.201 1.347
H -4.358 2.879 3.572
H -4.313 2.319 1.896
H -2.947 3.227 2.564
H -2.874 1.792 5.327
H -1.458 2.172 4.338
H -1.747 0.508 4.869
H -4.801 0.513 4.386
H -3.733 -0.811 3.900
H -4.795 -0.046 2.708
N 3.328 -6.109 2.360
C 2.742 -5.203 1.971
C 2.007 -4.067 1.485
C 1.292 -4.152 0.295
C 0.611 -3.032 -0.137
N 0.605 -1.888 0.553
C 1.286 -1.810 1.700
C 2.006 -2.874 2.202
H 1.273 -5.065 -0.282
H 0.056 -3.049 -1.068
H 1.237 -0.871 2.236
H 2.548 -2.781 3.132
*
```

# C3H8N2S

A 2-piece molecular cluster, C3H8N2S overall (ωB97M-V/def2-TZVPD, the Open Molecules 2025 dataset).

## Properties
energy	-17051.6451	eV
gap between HOMO and LUMO (spin up / spin down)	5.941 / 5.940	eV

ORCA input file:
```
! wB97M-V def2-TZVPD RIJCOSX def2/J DEFGRID3
* xyz 0 1
C -1.156 1.675 2.431
C 1.251 -0.181 -0.180
C -0.627 -0.229 -1.643
N -0.939 2.595 1.599
N -0.157 -0.098 -0.315
S -0.457 2.718 0.116
H -1.007 0.631 2.185
H -1.502 1.937 3.420
H 1.798 0.444 -0.899
H 1.539 0.092 0.835
H 1.573 -1.219 -0.359
H -0.669 -1.302 -1.891
H -1.642 0.160 -1.710
H 0.012 0.250 -2.399
*
```

# C21H15CaCl2N5O2S2

C21H15CaCl2N5O2S2 as an isolated structure (ωB97M-V/def2-TZVPD, the Open Molecules 2025 dataset).

## Properties
energy	-98724.6827	eV
gap between HOMO and LUMO	7.059	eV

ORCA input file:
```
! wB97M-V def2-TZVPD RIJCOSX def2/J DEFGRID3
* xyz 0 1
Ca -0.077 -1.080 0.004
Cl -0.923 4.554 4.212
C -1.270 3.238 3.128
C -0.207 2.453 2.690
C -0.412 1.390 1.823
N 0.627 0.539 1.335
C 1.916 0.639 1.679
O 2.498 1.469 2.374
C 2.818 -0.480 1.074
C 4.162 -0.490 1.414
C 4.983 -1.467 0.884
C 4.449 -2.410 0.018
C 3.105 -2.334 -0.276
N 2.298 -1.398 0.239
C -1.749 1.100 1.386
C -2.789 1.899 1.839
C -2.552 2.965 2.702
Cl -3.909 3.926 3.209
N -1.915 -0.018 0.528
C -3.090 -0.498 0.102
O -4.233 -0.076 0.257
C -2.955 -1.791 -0.756
C -4.028 -2.159 -1.554
C -3.930 -3.289 -2.342
C -2.769 -4.048 -2.298
C -1.754 -3.633 -1.467
N -1.828 -2.530 -0.708
H 0.792 2.672 3.033
H 4.515 0.276 2.090
H 6.035 -1.495 1.141
H 5.057 -3.188 -0.424
H 2.648 -3.039 -0.961
H -3.797 1.684 1.518
H -4.912 -1.539 -1.525
H -4.751 -3.583 -2.984
H -2.650 -4.941 -2.896
H -0.835 -4.205 -1.398
S 0.528 -1.007 -2.899
C 0.671 0.590 -2.371
N 1.805 1.227 -2.099
C 1.688 2.415 -1.242
C 0.318 2.999 -1.568
S -0.706 1.557 -1.955
H 2.661 0.693 -2.147
H 2.492 3.116 -1.452
H 1.737 2.116 -0.192
H 0.348 3.650 -2.439
H -0.111 3.529 -0.721
*
```

# C6H16ClNO2P

An isolated ion of composition C6H16ClNO2P and charge +1 (ωB97M-V/def2-TZVPD, the Open Molecules 2025 dataset).

## Properties
energy	-33869.9470	eV
gap between HOMO and LUMO (spin up / spin down)	8.300 / 8.301	eV
structure (SMILES)	CC(C)[N+](C(C)C)=P(O)(O)Cl

ORCA input file:
```
! wB97M-V def2-TZVPD RIJCOSX def2/J DEFGRID3
* xyz 1 1
C 0.037 -2.065 -1.073
C 0.649 -1.226 0.097
C 0.562 -1.906 1.468
N 0.174 0.071 0.392
C 0.477 1.221 -0.352
C 0.183 2.417 0.649
C -0.055 1.443 -1.806
P -1.977 -0.057 0.477
O -2.043 0.029 2.072
O -2.523 -1.478 0.143
Cl -3.392 1.171 -0.229
H 0.324 -1.460 -1.963
H 0.752 -2.992 -1.135
H -0.876 -2.353 -0.748
H 1.703 -1.078 -0.096
H 1.007 -2.822 1.608
H -0.505 -2.003 1.592
H 1.136 -1.260 2.162
H 1.520 1.250 -0.436
H 0.664 2.335 1.615
H 0.521 3.366 0.219
H -0.846 2.484 0.966
H -0.801 2.145 -1.913
H -0.596 0.464 -2.110
H 0.774 1.608 -2.405
H -1.305 0.392 2.501
H -2.837 -1.772 -0.710
*
```

# C49H46Cl3F6GeN4O5OsS3

C49H46Cl3F6GeN4O5OsS3 as an isolated structure (ωB97M-V/def2-TZVPD, the Open Molecules 2025 dataset).

## Properties
⟨S²⟩	6.017
energy	-213108.6311	eV
gap between HOMO and LUMO (spin up / spin down)	3.794 / 5.803	eV

ORCA input file:
```
! wB97M-V def2-TZVPD RIJCOSX def2/J DEFGRID3
* xyz -1 5
Os -0.207 1.830 -0.357
F 0.285 2.434 -6.103
C -0.117 2.764 -4.854
F -0.264 4.052 -4.860
F -1.289 2.127 -4.600
S 1.128 2.218 -3.506
O 0.203 1.695 -2.430
O 2.012 3.327 -3.212
N 1.874 0.976 -4.240
S 2.014 -0.428 -3.594
O 1.739 -0.421 -2.117
O 3.153 -1.153 -4.108
C 0.676 -1.513 -4.336
F 0.900 -2.761 -3.899
F -0.589 -1.183 -3.984
F 0.799 -1.501 -5.690
C 1.343 2.253 0.152
Ge 2.984 2.986 0.642
C 3.420 2.542 2.531
C 4.738 2.463 3.049
C 4.829 2.211 4.430
C 3.759 2.059 5.330
C 2.481 1.967 4.690
C 2.272 2.182 3.335
C 4.622 2.377 -0.382
C 5.873 2.812 -0.100
C 7.073 2.211 -0.659
C 6.932 1.165 -1.567
C 5.644 0.653 -1.859
C 4.539 1.275 -1.253
C 3.339 4.987 0.264
C 3.217 5.845 1.368
C 3.029 7.231 1.150
C 3.073 7.738 -0.136
C 3.354 6.900 -1.236
C 3.577 5.572 -1.057
H 5.642 2.667 2.499
H 5.869 2.105 4.816
H 3.824 1.766 6.408
H 1.636 1.611 5.271
H 1.235 1.940 2.971
H 6.018 3.660 0.557
H 7.972 2.680 -0.337
H 7.867 0.695 -1.982
H 5.386 -0.283 -2.397
H 3.598 0.754 -1.577
H 3.318 5.450 2.409
H 2.936 7.941 1.955
H 2.870 8.798 -0.297
H 3.471 7.319 -2.244
H 3.996 4.926 -1.785
C -4.346 0.120 4.916
C -3.142 -0.014 4.028
C -2.132 -0.940 4.299
C -0.880 -0.908 3.615
C 0.232 -1.818 3.996
C -0.655 0.054 2.608
C -1.610 1.060 2.304
C -2.916 0.942 3.051
N -1.352 1.976 1.392
C -2.028 3.321 1.451
C -3.498 3.162 0.968
C -1.949 3.900 2.926
C -1.373 4.279 0.419
H -4.630 1.194 4.916
H -4.142 -0.215 5.925
H -5.194 -0.414 4.459
H -2.238 -1.737 5.045
H 1.155 -1.644 3.432
H -0.049 -2.879 3.899
H 0.522 -1.638 5.048
H 0.372 0.054 2.117
H -3.766 1.553 2.803
H -3.685 3.897 0.194
H -4.222 3.223 1.740
H -3.710 2.138 0.506
H -2.407 3.153 3.595
H -2.616 4.818 3.031
H -0.937 4.074 3.175
H -1.071 3.883 -0.570
H -0.418 4.611 0.848
H -1.863 5.196 0.181
Cl -2.023 -10.495 -0.325
C -1.510 -8.895 -0.478
C -1.095 -7.953 0.609
C -0.876 -6.549 0.170
C -1.277 -6.081 -1.077
C -1.806 -4.657 -0.981
C -0.789 -3.639 -1.406
N -1.138 -2.258 -1.061
C -2.316 -1.627 -1.552
C -2.082 -0.305 -1.471
N -0.837 -0.077 -0.797
C -0.277 -1.273 -0.656
O -2.944 -4.450 -1.841
C -4.201 -5.022 -1.441
C -5.132 -5.137 -2.708
C -6.066 -6.171 -2.816
Cl -6.446 -7.336 -1.612
S -6.825 -6.073 -4.393
C -5.847 -4.822 -4.955
C -5.095 -4.324 -3.899
C -1.561 -7.038 -2.091
Cl -1.959 -6.734 -3.725
C -1.525 -8.396 -1.786
H -1.151 -8.231 1.655
H -0.261 -5.985 0.801
H -2.130 -4.409 0.083
H -0.682 -3.820 -2.481
H 0.205 -3.697 -0.872
H -3.102 -2.255 -1.920
H -2.673 0.483 -1.912
H 0.646 -1.541 -0.268
H -4.738 -4.465 -0.645
H -4.023 -5.991 -1.061
H -5.898 -4.490 -6.028
H -4.398 -3.502 -3.909
H -1.673 -9.108 -2.537
*
```

# C3H5N2O3

An isolated ion of composition C3H5N2O3 and charge +1 (ωB97M-V/def2-TZVPD, the Open Molecules 2025 dataset).

## Properties
energy	-12302.6119	eV
gap between HOMO and LUMO	10.944	eV
structure (SMILES)	O=[N+]([O-])C1=[NH+]CCO1

ORCA input file:
```
! wB97M-V def2-TZVPD RIJCOSX def2/J DEFGRID3
* xyz 1 1
O 0.314 -1.563 2.540
N 0.400 -1.918 1.404
O 0.645 -2.929 0.849
C 0.127 -0.674 0.487
N -1.011 0.109 0.371
C -0.690 1.084 -0.687
C 0.773 0.851 -0.995
O 1.135 -0.283 -0.209
H -1.987 0.031 0.742
H -0.770 2.122 -0.458
H -1.341 0.753 -1.429
H 0.929 0.770 -2.060
H 1.476 1.649 -0.554
*
```

# H26O13

A 13-piece molecular cluster, H26O13 overall (ωB97M-V/def2-TZVPD, the Open Molecules 2025 dataset).

## Properties
energy	-27039.6402	eV
gap between HOMO and LUMO	8.522	eV

ORCA input file:
```
! wB97M-V def2-TZVPD RIJCOSX def2/J DEFGRID3
* xyz 0 1
O 0.414 2.773 -0.532
H 0.966 2.952 -1.334
H -0.022 3.629 -0.439
O -3.756 -0.497 0.534
H -3.223 0.267 0.341
H -4.209 -0.687 -0.286
O 3.086 0.667 -0.411
H 2.913 1.262 0.343
H 4.025 0.763 -0.609
O 2.075 -1.769 1.071
H 2.982 -1.736 0.765
H 1.548 -1.130 0.662
O -0.834 0.662 -2.603
H -1.077 0.933 -1.691
H -1.383 -0.090 -2.873
O 0.047 0.220 3.059
H -0.096 0.019 2.105
H -0.714 0.699 3.283
O 2.625 2.134 1.703
H 3.123 2.909 1.988
H 1.700 2.399 1.769
O -0.291 -2.691 2.324
H -0.591 -3.442 1.724
H 0.508 -2.383 1.911
O 0.154 0.079 0.446
H 0.334 0.915 -0.024
H -0.373 -0.526 -0.142
O -0.331 -4.055 -0.033
H -0.791 -3.294 -0.397
H -0.574 -4.828 -0.456
O -1.565 -1.919 -0.884
H -2.468 -2.154 -0.591
H -1.585 -1.730 -1.821
O 1.758 1.502 -2.677
H 0.987 0.910 -2.682
H 2.050 1.352 -1.761
O -2.365 1.584 -0.516
H -2.070 2.359 -0.019
H -2.977 1.947 -1.241
*
```

# C17H25Cl5N7O3PdS

C17H25Cl5N7O3PdS as an isolated structure (ωB97M-V/def2-TZVPD, the Open Molecules 2025 dataset).

## Properties
energy	-111508.4526	eV
gap between HOMO and LUMO	4.459	eV

ORCA input file:
```
! wB97M-V def2-TZVPD RIJCOSX def2/J DEFGRID3
* xyz 3 1
Pd 0.442 0.741 -0.271
Cl -2.908 -7.280 -1.034
C -1.710 -6.172 -0.884
C -2.091 -4.772 -0.707
Cl -3.736 -4.365 -0.679
C -1.121 -3.839 -0.590
Cl -1.420 -2.198 -0.434
C 0.334 -4.242 -0.607
O 1.203 -3.438 -0.442
C 0.652 -5.712 -0.821
Cl 2.263 -6.104 -0.873
C -0.346 -6.628 -0.945
Cl -0.021 -8.274 -1.169
C 5.789 1.461 -0.659
N 4.636 0.566 -0.513
C 4.869 -0.837 -0.176
C 3.378 1.007 -0.619
N 2.330 0.255 -0.420
N 3.230 2.326 -0.993
C 2.077 3.004 -1.325
N 2.282 4.233 -1.823
N 0.893 2.507 -1.145
H 6.689 0.898 -0.439
H 5.745 2.288 0.053
H 5.883 1.837 -1.681
H 5.916 -1.064 -0.345
H 4.286 -1.492 -0.824
H 4.633 -1.041 0.870
H 2.538 -0.706 -0.187
H 4.087 2.835 -1.135
H 3.197 4.591 -2.035
H 1.503 4.818 -2.075
H 0.150 3.091 -1.501
N -1.458 1.248 -0.241
C -2.553 1.628 -0.299
N -3.772 2.044 -0.333
C -4.519 2.363 0.910
C -5.093 3.764 0.776
O -5.860 3.867 -0.403
C -5.070 3.700 -1.558
C -4.491 2.296 -1.605
H -3.845 2.281 1.760
H -5.325 1.635 1.011
H -4.284 4.506 0.771
H -5.756 3.975 1.613
H -4.262 4.445 -1.578
H -5.716 3.864 -2.418
H -3.801 2.170 -2.437
H -5.294 1.562 -1.687
C -0.064 -2.535 2.871
S 1.040 -1.243 2.339
C 1.246 -0.422 3.901
O 0.167 -0.287 1.527
H 0.458 -3.164 3.592
H -0.336 -3.124 1.999
H -0.950 -2.085 3.317
H 1.775 -1.094 4.577
H 0.265 -0.157 4.295
H 1.843 0.471 3.728
*
```

# C9H8N2O

One molecule with the formula C9H8N2O (ωB97M-V/def2-TZVPD, the Open Molecules 2025 dataset).

## Properties
energy	-14490.0403	eV
gap between HOMO and LUMO	8.443	eV
structure (SMILES)	Oc1ccccc1-c1c[nH]cn1

ORCA input file:
```
! wB97M-V def2-TZVPD RIJCOSX def2/J DEFGRID3
* xyz 0 1
O -1.453 -1.648 -0.472
C -0.886 -0.567 -0.983
C -1.267 -0.343 -2.315
C -0.965 0.913 -2.871
C -0.149 1.891 -2.147
C 0.293 1.583 -0.907
C -0.037 0.329 -0.387
C 0.564 -0.017 0.882
C 1.192 0.769 1.805
N 1.467 -0.102 2.887
C 0.944 -1.301 2.592
N 0.296 -1.248 1.455
H -1.234 -1.768 0.449
H -1.818 -0.958 -2.962
H -1.295 1.146 -3.864
H 0.041 2.767 -2.728
H 1.090 2.094 -0.391
H 1.370 1.819 1.908
H 2.037 0.099 3.680
H 0.964 -2.099 3.271
*
```

Summary of strongest force on any atom in hartree/bohr
0.0365 0.0056 0.0479 0.0348 0.1273 0.1335 0.0726 0.0584 0.0309 0.0750
(order as listed above)
Summary of energy above the lowest of the compared OMol25 structures with the same formula, charge and spin in kcal/mol
51.6 36.4 117.3 0.0 48.2 49.6 87.8 53.2 6.6 17.3
(order as listed above)